[1]
C14H31HoN5OS3 | ωB97M-V/def2-TZVPD

Each line ends with the natural charge from an NBO analysis.
Element x y z (Å)
1 Ho -0.368023 0.256009 -0.172478  1.711
2 C 2.130168 -2.634242 -1.063829  -0.532
3 C 0.776335 -3.259201 -0.763236  -0.528
4 S -0.666191 -2.350607 -1.380044  0.251
5 C -0.352263 -2.235069 -3.172979  -0.543
6 C -0.512002 -0.834868 -3.751078  -0.524
7 S 0.438184 0.490423 -2.947457  0.235
8 C 2.156487 -0.065867 -3.186970  -0.531
9 C 2.988903 -0.047132 -1.916342  -0.532
10 S 2.282099 -0.912509 -0.486315  0.238
11 H 2.350550 -2.650819 -2.129902  0.238
12 H 2.910714 -3.218961 -0.577235  0.277
13 H 0.603570 -3.345747 0.311460  0.249
14 H 0.744196 -4.274900 -1.160304  0.279
15 H -1.050386 -2.902906 -3.678738  0.280
16 H 0.642913 -2.628014 -3.372288  0.238
17 H -1.549235 -0.497161 -3.729197  0.240
18 H -0.236731 -0.846895 -4.807360  0.281
19 H 2.616795 0.592244 -3.924127  0.282
20 H 2.124720 -1.059674 -3.630434  0.239
21 H 3.151891 0.975311 -1.568208  0.251
22 H 3.979180 -0.458060 -2.118432  0.278
23 N -1.136932 2.214802 1.176330  -0.917
24 C -1.231284 3.513354 0.436004  -0.225
25 C -1.709504 3.225193 -0.971761  -0.389
26 C -3.145367 2.685124 -1.044446  -0.433
27 C -3.261119 1.435401 -1.890766  -0.213
28 N -2.622961 0.269897 -1.187494  -0.916
29 H -2.059760 1.977673 1.539462  0.406
30 H -0.565586 2.345990 2.006929  0.412
31 H -0.237586 3.961761 0.423797  0.220
32 H -1.894293 4.205393 0.956506  0.234
33 H -0.997420 2.498900 -1.417174  0.154
34 H -1.592099 4.105148 -1.604415  0.273
35 H -3.811797 3.450101 -1.442003  0.273
36 H -3.537953 2.466601 -0.044771  0.200
37 H -2.742560 1.568992 -2.842473  0.206
38 H -4.301524 1.198676 -2.111185  0.237
39 H -2.679513 -0.530773 -1.814268  0.405
40 H -3.241602 -0.001721 -0.418903  0.413
41 C 1.529573 -0.967314 5.616723  -0.429
42 N 0.973913 -0.719045 4.285756  -0.339
43 C -0.249573 -1.329640 3.790868  -0.318
44 C -0.284540 -0.754155 2.406816  0.669
45 O -1.150387 -0.960221 1.511180  -0.723
46 N 0.755004 0.041783 2.171884  -0.662
47 C 1.514655 0.017589 3.327846  0.662
48 N 2.652418 0.675117 3.430371  -0.732
49 H 0.713078 -1.223961 6.286510  0.255
50 H 1.994334 -0.060073 5.999603  0.232
51 H 2.250476 -1.783273 5.589200  0.240
52 H -1.124216 -1.035857 4.376324  0.277
53 H -0.193402 -2.421097 3.770346  0.274
54 H 3.002617 1.207294 2.651946  0.434
55 H 3.223036 0.630973 4.260757  0.444

Force components x, y, z for each atom (eV/Å):
0.19 0.09 -0.14
-0.03 -0.05 -0.07
0.08 -0.05 0.04
-0.03 -0.04 -0.05
0.03 0.02 -0.05
-0.06 -0.05 -0.07
-0.05 0.03 -0.11
0.05 -0.04 0.00
0.06 0.07 -0.04
0.11 0.06 0.01
-0.01 0.03 0.01
0.00 0.03 0.03
-0.01 0.02 -0.01
-0.02 0.02 -0.03
-0.02 0.00 0.04
0.00 0.00 0.05
0.01 0.01 0.04
0.04 0.02 0.02
-0.03 0.02 0.01
-0.03 0.01 0.01
-0.02 -0.01 0.01
-0.02 -0.04 0.02
0.00 -0.02 -0.08
0.05 0.02 0.05
0.13 -0.04 -0.04
-0.01 0.04 0.01
0.02 -0.06 -0.02
0.01 -0.02 0.07
0.01 0.03 0.01
-0.02 0.02 0.01
-0.01 -0.01 -0.01
0.00 0.00 -0.03
-0.11 0.03 -0.08
-0.04 0.04 0.06
0.03 -0.01 -0.05
-0.01 0.01 0.00
-0.01 0.02 0.00
0.00 0.01 0.02
-0.07 -0.02 0.03
-0.02 0.04 -0.02
-0.02 0.03 -0.01
0.03 0.01 -0.02
0.01 0.03 0.00
0.03 -0.01 0.05
-0.19 -0.21 0.11
0.05 0.01 0.23
-0.07 -0.01 -0.11
0.02 0.00 0.02
0.02 -0.03 0.01
0.01 -0.01 0.01
0.01 0.00 0.03
-0.02 -0.03 -0.01
-0.02 0.00 0.01
-0.01 0.00 0.00
-0.01 -0.01 0.00

Values from the calculation:
HOMO energy (spin up / spin down) ... -0.678 / -0.678 Ha
E ... -3042.98136 hartree
Total charge ... +3
Multiplicity ... 5
Orbital gap (spin up / spin down) ... 9.4 / 9.6 eV


[2]
C14H31N2O2 | ωB97M-V/def2-TZVPD

Each line ends with the natural charge from an NBO analysis.
Element x y z (Å)
1 C 2.785539 -2.047985 3.076967  -0.612
2 C 3.345818 -0.689981 2.639858  -0.411
3 C 2.442152 0.127279 1.703449  -0.400
4 C 1.623808 1.214349 2.408941  -0.383
5 C 0.644970 0.692298 3.470541  -0.417
6 C -0.243379 -0.398655 2.922039  -0.044
7 C -1.244849 -0.058427 1.814047  -0.420
8 C -1.807459 -1.472688 1.606934  -0.532
9 C -1.821592 -2.033364 3.035981  0.695
10 O -2.359241 -3.035973 3.385066  -0.505
11 N -1.059070 -1.158101 3.896438  -0.648
12 H 3.593632 -2.736993 3.320499  0.223
13 H 2.195279 -2.508854 2.281639  0.192
14 H 2.152718 -1.971149 3.962319  0.214
15 H 4.303921 -0.857317 2.146688  0.210
16 H 3.564231 -0.090378 3.527918  0.206
17 H 1.756790 -0.528901 1.154419  0.178
18 H 3.067564 0.607139 0.944497  0.203
19 H 2.306740 1.924421 2.879904  0.218
20 H 1.052437 1.780379 1.662804  0.178
21 H 0.029834 1.528960 3.817601  0.211
22 H 1.189787 0.323146 4.342027  0.227
23 H 0.388488 -1.182457 2.493170  0.190
24 H -0.811906 0.421028 0.934675  0.191
25 H -2.050601 0.553198 2.232593  0.205
26 H -2.783794 -1.547198 1.130787  0.234
27 H -1.109124 -2.050416 0.991640  0.221
28 H -1.738059 -0.545378 4.350506  0.377
29 C -1.759994 2.081365 -3.480009  -0.409
30 N -1.375849 0.662916 -3.796248  -0.198
31 C -1.854768 0.354696 -5.179788  -0.405
32 C -2.057611 -0.248550 -2.831157  -0.415
33 C 0.127033 0.472358 -3.779006  -0.230
34 C 0.809754 0.649803 -2.440400  -0.090
35 O 0.584695 1.960024 -1.960128  -0.732
36 H -2.802989 2.209785 -3.759863  0.223
37 H -1.623980 2.265417 -2.422137  0.256
38 H -1.129655 2.751987 -4.056728  0.236
39 H -2.933714 0.479428 -5.210493  0.234
40 H -1.590916 -0.670436 -5.428016  0.232
41 H -1.380160 1.042210 -5.875530  0.236
42 H -1.707197 -0.022405 -1.828125  0.235
43 H -1.837814 -1.283637 -3.082626  0.233
44 H -3.127318 -0.065569 -2.896065  0.236
45 H 0.518357 1.186935 -4.502404  0.234
46 H 0.316940 -0.538025 -4.140482  0.234
47 H 1.875890 0.481488 -2.621095  0.210
48 H 0.479380 -0.102990 -1.717264  0.179
49 H 1.055286 2.075217 -1.126380  0.498

Force components x, y, z for each atom (eV/Å):
0.01 0.04 0.09
-0.03 -0.14 -0.03
-0.03 0.23 0.02
-0.12 -0.08 0.00
-0.18 0.18 0.03
-0.05 -0.19 -0.03
-0.22 -0.43 0.22
0.24 0.25 -0.45
0.15 0.19 0.04
-0.31 -0.17 0.15
-0.16 0.00 -0.63
-0.01 0.00 0.04
0.05 -0.04 -0.02
-0.08 0.00 -0.06
-0.01 0.02 -0.04
0.08 0.01 -0.04
0.15 -0.10 -0.03
-0.02 0.07 0.02
-0.02 0.03 -0.01
0.05 0.04 -0.01
0.02 -0.01 0.08
-0.02 -0.10 -0.04
0.22 0.20 0.11
-0.03 -0.04 -0.06
0.19 0.33 -0.15
-0.10 -0.02 0.21
-0.04 -0.15 0.11
0.23 -0.08 0.38
-0.14 -0.01 -0.04
-0.02 0.04 0.01
0.06 -0.06 0.00
0.05 0.05 0.05
-0.06 0.09 0.05
0.08 0.02 0.10
-0.01 -0.06 0.08
0.00 0.00 0.00
0.06 0.01 -0.03
0.00 0.01 0.00
0.00 0.00 0.00
0.00 0.00 0.00
-0.01 0.00 0.00
-0.05 0.00 0.02
0.03 0.02 -0.05
-0.01 -0.04 0.02
0.03 0.00 0.02
-0.01 0.00 -0.02
-0.02 -0.10 -0.04
-0.01 -0.03 -0.03
0.04 0.04 -0.04

Values from the calculation:
HOMO energy ... -0.436 Ha
E ... -811.76967 hartree
Total charge ... +1
Multiplicity ... 1
Relative energy (zero: lowest compared OMol25 entry of this formula, charge and spin) ... 39.8 kJ/mol
Orbital gap ... 9.1 eV


[3]
C14H32AlClCsF4ILi2N2NaO11PSV | ωB97M-V/def2-TZVPD

Each line ends with the Löwdin charge.
Element x y z (Å)
1 N 1.433376 -4.759114 2.027621  0.011
2 C 0.612213 -4.870245 0.830514  -0.266
3 C 0.380435 -3.567652 0.019511  -0.169
4 C 0.342232 -2.263800 0.814439  -0.240
5 C -1.029129 -1.746198 1.281789  -0.774
6 I -0.743187 0.325371 1.747805  1.317
7 C -2.153833 -1.777712 0.220377  -0.258
8 C -3.358248 -2.665044 0.607048  -0.132
9 C -2.848319 -3.959427 1.203524  -0.279
10 P -4.210660 -5.201679 1.400424  0.403
11 O -5.480510 -4.538456 1.611344  -0.204
12 O -3.782564 -6.183253 2.557012  -0.071
13 O -4.186777 -6.115096 0.129162  -0.060
14 N -2.154043 -3.704310 2.490862  0.112
15 C -1.537985 -2.322498 2.587582  -0.174
16 H 0.903032 -4.625783 2.870982  0.055
17 H 2.163875 -4.071410 1.952107  0.075
18 H 1.138382 -5.547154 0.167139  0.107
19 H -0.307591 -5.380266 1.107281  0.089
20 H 1.223335 -3.494975 -0.657736  0.110
21 H -0.490740 -3.717674 -0.611065  0.092
22 H 0.997028 -2.281988 1.674999  0.102
23 H 0.739746 -1.490204 0.169074  0.076
24 H -1.795212 -2.010172 -0.774768  0.073
25 H -2.569514 -0.773703 0.143129  0.048
26 H -3.995663 -2.141631 1.311577  0.128
27 H -3.956496 -2.894530 -0.268644  0.125
28 H -2.183145 -4.410384 0.477817  0.112
29 H -3.872129 -5.742211 3.409868  0.098
30 H -4.277187 -5.590693 -0.674531  0.104
31 H -2.850704 -3.741403 3.236427  0.174
32 H -1.477573 -4.427688 2.724927  0.158
33 H -2.334960 -1.670717 2.941891  0.054
34 H -0.786565 -2.291747 3.363563  0.140
35 O 2.921748 3.995915 1.867732  -0.452
36 S 1.952097 2.869923 1.801921  0.203
37 O 0.572123 3.279056 1.546492  -0.424
38 O 2.090338 1.916230 2.872915  -0.372
39 O 2.445053 2.180518 0.498889  -0.662
40 Li 4.103070 3.105705 0.400236  0.761
41 F -3.528716 -0.989549 3.959206  -0.195
42 Al -4.610187 0.341288 3.737957  -0.199
43 F -6.007407 0.056224 4.590924  -0.160
44 F -4.925633 0.402348 2.072521  -0.192
45 F -3.861058 1.742088 4.220604  -0.160
46 Na 2.016993 2.076803 -1.472784  0.761
47 C 8.547090 5.313675 0.161821  -0.041
48 C 8.042078 4.340537 1.250243  -0.541
49 C 9.447447 3.699157 1.942092  -0.154
50 O 7.418536 3.351674 0.761766  -0.018
51 H 9.158733 4.807413 -0.584502  0.088
52 H 7.691777 5.767283 -0.332150  0.082
53 H 9.149538 6.112500 0.600750  0.086
54 H 7.549223 4.946257 2.030979  0.148
55 H 10.080964 3.154657 1.241361  0.100
56 H 9.081032 3.028202 2.730717  -0.003
57 H 9.994328 4.588007 2.334822  0.024
58 Li -2.865621 -1.067097 -2.136735  0.755
59 O -4.915319 -1.281376 -7.540622  -0.673
60 V -3.986997 -1.470387 -6.176850  0.721
61 O -3.011093 -1.681633 -4.731011  -0.882
62 C -3.985586 4.807408 -5.852322  -0.524
63 C -2.784827 3.943884 -5.486878  -0.457
64 O -2.921755 2.795812 -5.167677  0.129
65 C -1.431586 4.607703 -5.559778  0.003
66 H -4.895792 4.214527 -5.763169  0.057
67 H -4.052199 5.655432 -5.171927  0.075
68 H -3.917983 5.160830 -6.856161  -0.312
69 H -1.388446 5.452805 -4.869164  0.097
70 H -1.229203 4.958289 -6.574489  0.095
71 H -0.669228 3.885804 -5.285174  0.088
72 Cl 10.404555 3.624861 4.069934  0.265
73 Cs -5.229011 5.960673 -7.225546  1.748

Force components x, y, z for each atom (eV/Å):
-0.29 -0.29 -0.12
0.55 0.23 0.07
0.35 -0.50 0.73
-0.80 0.11 -0.65
0.13 -0.04 -0.32
0.48 0.68 0.23
-1.15 0.43 0.26
0.70 0.13 0.11
-0.64 -0.96 -0.66
-1.10 0.69 0.12
-0.46 0.80 0.32
0.95 -0.24 -0.08
0.99 -0.44 -0.20
0.15 0.11 0.40
-0.18 0.86 -0.25
0.13 0.22 0.21
0.13 0.07 0.11
-0.15 -0.31 -0.25
-0.23 -0.05 0.01
0.16 0.05 -0.22
-0.16 0.14 -0.21
0.20 -0.08 0.19
0.16 0.17 -0.14
0.72 -0.71 -0.26
-0.09 0.26 0.10
-0.24 0.13 0.11
-0.27 -0.09 -0.09
0.67 -0.07 0.23
-0.41 -0.37 0.27
-0.26 -0.21 -0.25
-0.08 0.30 0.16
0.11 -0.18 -0.33
-0.21 -0.22 0.17
0.29 -0.39 0.13
0.34 0.06 -0.20
-0.24 0.35 0.05
0.26 -0.01 -0.06
0.08 -0.02 0.16
0.98 -0.74 -1.34
-0.51 0.33 1.52
-0.26 -0.11 -0.01
-0.12 0.16 -0.04
-0.21 -0.21 0.12
0.22 -0.32 -0.28
0.27 0.19 0.04
-0.63 -0.15 -0.08
1.16 0.12 0.27
-2.37 1.70 -1.74
2.14 -1.15 1.51
0.27 -0.38 0.46
-0.08 -0.09 -0.03
-0.19 -0.14 0.10
-0.05 0.00 0.03
0.22 -0.56 0.54
-0.03 -0.03 0.06
-1.07 0.13 -0.65
-0.77 0.45 -0.60
-0.21 -0.22 -1.47
0.17 0.19 0.33
-0.35 -0.14 -0.79
0.34 0.45 2.22
5.31 -4.88 4.88
0.41 -0.17 0.54
-0.18 -0.14 0.00
-0.09 -0.07 -0.01
0.43 -0.48 0.31
0.35 -0.01 0.09
7.64 -4.94 3.37
-0.01 0.08 -0.10
0.00 0.12 0.04
0.01 -0.04 -0.01
0.55 -0.03 -0.02
-13.93 10.48 -9.10

Values from the calculation:
HOMO energy ... -0.306 Ha
E ... -4770.31860 hartree
Total charge ... +1
Multiplicity ... 1
Orbital gap ... 3.3 eV


[4]
C14H32BIN3O10P2 | ωB97M-V/def2-TZVPD

Each line ends with the natural charge from an NBO analysis.
Element x y z (Å)
1 C 8.583866 -0.528171 -1.820595  -0.652
2 C 8.945667 1.039709 -2.230890  -0.244
3 N 7.826104 1.700138 -3.007632  -0.659
4 C 6.646126 2.066685 -2.100010  0.392
5 C 5.112678 1.734961 -2.682785  -0.145
6 C 3.894150 2.218268 -1.642733  -0.264
7 B 2.280942 2.014745 -1.984810  1.001
8 O 1.697377 2.855189 -3.078433  -0.877
9 C 1.387356 0.934223 -1.081705  -0.812
10 C 0.063338 0.357759 -1.857579  -0.638
11 C 4.401953 2.953834 -0.228359  0.019
12 I 2.952813 3.716339 1.272035  0.378
13 N 5.890096 3.077777 -0.013494  0.132
14 O 6.227793 3.657382 1.187586  -0.467
15 N 6.944832 2.721573 -0.796051  -0.239
16 H 9.600527 -1.143720 -1.752926  0.241
17 H 8.071293 -0.603008 -0.771145  0.214
18 H 7.895658 -1.036147 -2.623984  0.230
19 H 9.298171 1.621565 -1.278408  0.200
20 H 9.892038 0.994241 -2.957233  0.229
21 H 8.185018 2.558525 -3.515975  0.411
22 H 4.900908 1.235243 -3.719868  0.296
23 H 0.696831 2.778266 -3.092589  0.515
24 H 2.100169 0.041451 -0.763820  0.243
25 H 1.008248 1.446831 -0.091625  0.274
26 H 0.200193 0.626742 -3.008265  0.190
27 H -0.897088 0.912289 -1.426927  0.267
28 H -0.042806 -0.813047 -1.801036  0.241
29 H 7.163684 3.341401 1.365619  0.514
30 C -4.762297 0.016252 1.486021  -0.232
31 O -5.165919 0.817019 0.377307  -0.780
32 P -4.148232 2.142038 -0.071741  2.256
33 O -2.883409 1.365577 0.311704  -0.978
34 O -4.673170 2.999314 1.241180  -0.767
35 C -6.047168 2.951742 1.603796  -0.251
36 O -3.130663 3.467060 -0.520663  -0.653
37 C -3.824487 4.522673 -1.156701  -0.285
38 H -5.615509 -0.586086 1.804445  0.196
39 H -3.954010 -0.657881 1.192503  0.217
40 H -4.442535 0.637961 2.328208  0.169
41 H -6.182395 2.228503 2.404144  0.188
42 H -6.692791 2.701296 0.759413  0.187
43 H -6.336835 3.930009 1.978397  0.187
44 H -4.561362 4.959684 -0.478506  0.182
45 H -4.323545 4.149478 -2.054865  0.170
46 H -3.106168 5.294622 -1.442607  0.198
47 C -1.476556 -3.720365 1.283762  -0.229
48 O -2.245913 -4.908968 1.114352  -0.796
49 P -3.961642 -4.791186 1.302518  2.248
50 O -3.981316 -3.382178 0.699190  -0.956
51 O -3.780802 -4.673031 2.941902  -0.768
52 C -2.817853 -5.486380 3.599789  -0.250
53 O -5.677259 -4.673422 1.490813  -0.631
54 C -6.284329 -5.880227 1.909551  -0.285
55 H -0.428395 -4.002540 1.401716  0.180
56 H -1.565194 -3.082342 0.401150  0.201
57 H -1.790259 -3.169140 2.175833  0.179
58 H -1.911912 -4.908334 3.764262  0.182
59 H -2.586301 -6.394506 3.039230  0.186
60 H -3.216964 -5.774171 4.568874  0.189
61 H -5.918747 -6.169731 2.897705  0.177
62 H -6.068692 -6.672837 1.188232  0.169
63 H -7.365309 -5.730941 1.962725  0.205

Force components x, y, z for each atom (eV/Å):
0.46 0.07 0.01
1.65 -1.34 0.05
-1.28 1.19 2.51
-1.75 0.50 -0.05
0.27 2.73 5.26
5.39 0.75 -0.14
-2.18 1.11 -1.09
0.66 -2.35 3.24
0.15 -0.49 0.22
-0.02 0.61 -0.70
2.12 -1.69 -3.09
1.80 -0.82 -1.66
-3.61 -1.07 -1.71
1.04 -0.79 -0.61
-3.30 -1.80 -3.33
-2.26 1.40 -0.16
0.88 0.24 -2.02
1.39 1.11 1.51
-0.82 -0.97 -1.78
-2.25 0.20 1.49
-0.78 -1.21 0.97
0.63 1.06 2.28
1.69 -0.15 0.07
-1.43 1.84 -0.51
0.95 -0.94 -1.80
-0.58 -0.69 2.31
1.98 -1.45 -1.00
0.18 2.50 0.12
-1.15 0.45 -0.32
0.89 -0.40 0.27
-2.06 1.51 -2.87
6.22 -2.96 8.19
-0.65 0.27 -1.60
-0.64 0.63 -1.73
-0.56 0.16 0.28
-2.65 -0.70 -2.00
-0.09 0.84 -0.29
-0.19 0.18 -0.39
-0.15 0.15 0.11
0.07 0.02 -0.17
-0.12 -0.14 -0.05
0.04 -0.05 0.25
0.12 0.15 0.00
-0.03 0.09 -0.05
0.03 0.33 -0.10
-0.07 -0.12 0.05
-0.26 0.60 -0.26
-0.67 -3.41 -0.51
1.16 10.42 1.95
-0.19 -1.61 -0.66
-0.58 -1.68 -0.56
0.24 -0.27 0.44
1.41 -3.03 -1.00
-0.69 -0.49 0.33
-0.13 -0.42 -0.02
-0.11 -0.01 0.23
-0.09 -0.01 -0.18
0.17 -0.08 -0.07
0.11 0.18 0.15
-0.17 0.05 0.06
-0.06 -0.08 0.04
-0.30 -0.12 0.12
0.17 0.03 -0.04

Values from the calculation:
HOMO energy ... -0.405 Ha
E ... -2473.79850 hartree
Total charge ... +1
Multiplicity ... 1
Orbital gap ... 6.2 eV